(1)
131
Properties=species:S:1:pos:R:3 method="wB97M-V/def2-TZVPD" orbital_gap_ev=8.65 homo_energy_ev=-8.08 total_energy_ha=-4005.60060 multiplicity=1
Sr -0.09147 0.41856 -0.13270
N -1.90654 -1.24437 -2.12816
O -1.90941 -1.49572 -0.90436
O -2.36507 -1.98057 -2.91847
O -1.36858 -0.18208 -2.45892
N 1.99290 1.75201 1.75447
O 2.36009 0.82944 1.06705
O 2.78590 2.37958 2.36545
O 0.81724 2.08011 1.72349
O 1.13816 -2.07155 -0.83182
P 1.50750 -3.46286 -1.27087
N 0.40247 -4.69334 -0.74654
C 0.43454 -5.99312 -1.46108
C -0.92217 -4.29362 -0.32294
N 3.06342 -3.97185 -0.78098
C 3.72379 -5.28762 -0.97769
C 3.87747 -3.05730 0.11511
N 1.69741 -3.62818 -2.98216
C 2.74466 -2.91668 -3.59556
C 0.44244 -3.43975 -3.75539
H -0.12541 -6.09086 -2.39113
H 0.10277 -6.68739 -0.68905
H 1.47776 -6.21408 -1.68685
H -0.75298 -3.31945 0.13583
H -1.29755 -4.93631 0.47339
H -1.68266 -4.22199 -1.10052
H 3.23190 -6.01740 -0.33461
H 3.62642 -5.53384 -2.03504
H 4.79184 -5.19508 -0.78069
H 4.15162 -3.59726 1.02141
H 4.75934 -2.71851 -0.42862
H 3.32724 -2.16394 0.41050
H 3.01647 -3.30403 -4.57748
H 2.55702 -1.84947 -3.71369
H 3.70675 -2.99291 -3.08893
H -0.49789 -3.64991 -3.24577
H 0.55737 -4.00443 -4.68060
H 0.44321 -2.37316 -3.98008
O -2.31553 1.35756 0.55088
P -3.54014 2.22410 0.65406
N -4.00704 3.03807 -0.83029
C -3.63173 4.35643 -1.09117
C -4.11542 2.26777 -2.06138
N -3.48405 3.48917 1.82291
C -4.52674 4.52687 2.11790
C -2.44263 3.48446 2.85843
N -4.92328 1.30686 1.02107
C -4.98489 -0.11881 0.68764
C -6.22944 1.88805 1.38800
H -2.58296 4.33541 -1.38739
H -3.57017 5.04417 -0.24777
H -4.26708 4.79686 -1.85958
H -3.52214 2.81086 -2.79703
H -5.16061 2.28803 -2.37004
H -3.76839 1.24103 -1.94531
H -5.24812 4.23369 2.88063
H -4.08676 5.40690 2.58701
H -5.13195 4.81913 1.25977
H -1.52650 2.98877 2.53735
H -2.10619 4.47480 3.16526
H -2.78609 2.99660 3.77064
H -4.69038 -0.25585 -0.35284
H -4.26484 -0.61399 1.33912
H -5.98257 -0.53766 0.81914
H -6.11044 2.43078 2.32575
H -7.00025 1.12263 1.47788
H -6.53129 2.60090 0.62065
O 1.58662 1.05496 -2.01136
P 2.74112 1.69789 -2.65101
N 2.57210 1.77576 -4.37458
C 3.33909 2.59541 -5.32715
C 1.72181 0.69946 -4.99923
N 4.25937 1.03278 -2.33510
C 4.49746 -0.25452 -1.71875
C 5.42941 1.66182 -2.96058
N 2.94829 3.37202 -2.23028
C 3.48845 3.75493 -0.94664
C 2.11682 4.41286 -2.81080
H 2.64523 3.01091 -6.05792
H 4.01709 2.03524 -5.97107
H 3.81808 3.49198 -4.93366
H 2.39037 0.22393 -5.71687
H 0.92224 1.22965 -5.51662
H 1.41362 -0.02094 -4.24151
H 5.01593 -0.03266 -0.78598
H 3.50092 -0.64199 -1.50689
H 5.12075 -0.90252 -2.33496
H 5.70116 1.21670 -3.91772
H 5.13613 2.66483 -3.27051
H 6.26550 1.82765 -2.28120
H 4.39852 3.19692 -0.72642
H 3.87088 4.77256 -1.02590
H 2.83872 3.66883 -0.07570
H 2.44752 5.43869 -2.64828
H 1.11336 4.26909 -2.41020
H 2.08712 4.31028 -3.89556
O -0.56792 -0.87757 2.11594
P -0.70130 -1.55265 3.37657
N -1.52899 -3.03139 3.47273
C -1.71366 -3.74741 4.74661
C -2.61510 -3.13114 2.58031
N -1.44452 -0.54863 4.55277
C -1.20842 -0.73340 5.97383
C -2.71348 0.07610 4.13026
N 0.81595 -1.87491 3.96559
C 1.58872 -3.01706 3.34041
C 1.73130 -0.86843 4.48632
H -0.86546 -3.64746 5.42386
H -1.89080 -4.80982 4.57929
H -2.67285 -3.47070 5.18422
H -2.32849 -2.65418 1.64304
H -3.43968 -2.48748 2.88668
H -2.97911 -4.13418 2.35781
H -2.22079 -1.04938 6.22556
H -0.50593 -1.50710 6.28365
H -1.11186 0.22181 6.48992
H -2.91325 0.81157 4.90955
H -2.59353 0.60120 3.18265
H -3.53190 -0.64361 4.11283
H 1.05054 -3.96456 3.31404
H 2.01986 -2.63590 2.41470
H 2.50055 -3.07650 3.93467
H 1.27644 -0.32310 5.31324
H 2.13700 -0.21314 3.71553
H 2.65967 -1.25720 4.90476
C -0.09621 5.28775 0.22791
C -0.32060 4.01826 -0.40942
N -0.46468 3.01043 -0.94916
H -0.93230 5.69802 0.79424
H 0.19708 5.98474 -0.55713
H 0.69906 5.10924 0.95164



(2)
131
Properties=species:S:1:pos:R:3 method="wB97M-V/def2-TZVPD" orbital_gap_ev="8.85 / 8.41" homo_energy_ev="-8.96 / -8.96" total_energy_ha=-4683.21933 multiplicity=4 s2=3.756
Co -3.36446 -2.54197 -1.93669
Li 0.43945 0.19364 0.24049
P -1.69509 -1.60392 -0.17730
O -0.86194 -2.67775 0.51762
O -1.36525 -0.23349 0.39507
O -3.25374 -1.80486 -0.09332
O -1.49555 -1.71903 -1.78367
C 4.63429 2.37850 -0.24085
C 4.78901 2.88500 1.24876
C 5.29252 1.70733 2.09118
O 5.33355 2.06057 3.48931
C 4.18743 1.83907 4.28868
N 5.42176 4.15096 1.39003
H 5.59118 2.12763 -0.64040
H 4.18433 3.15851 -0.84291
H 3.99173 1.51142 -0.20790
H 3.76116 3.04726 1.61711
H 6.35397 1.44076 1.92335
H 4.64227 0.83764 1.83579
H 4.62502 1.70739 5.28962
H 3.56480 0.95317 4.04399
H 3.58408 2.74030 4.31742
H 6.30006 4.28278 0.91438
H 5.52371 4.30774 2.36213
C 0.95843 3.85983 -4.42240
C 2.32187 3.14914 -4.28496
C 3.40634 4.20031 -3.80659
O 3.43807 5.20828 -4.84587
C 3.77554 6.53016 -4.38800
N 2.16118 1.95976 -3.42627
H 0.11661 3.17264 -4.49231
H 0.92188 4.61494 -5.20200
H 0.77502 4.43811 -3.52309
H 2.64597 2.83389 -5.27190
H 4.39841 3.71981 -3.68934
H 3.13109 4.68341 -2.88342
H 3.79718 7.16044 -5.28628
H 4.80652 6.58836 -3.98810
H 3.04800 7.02345 -3.70000
H 1.92904 1.22867 -4.08793
H 3.02494 1.61855 -3.01508
C -0.69547 -0.83248 -5.18975
C 0.66492 -1.14560 -4.65729
O 0.91809 -2.56660 -5.01385
O -1.65227 -1.55119 -4.42862
H -0.80711 -1.13991 -6.24310
H -0.95070 0.24640 -5.22022
H 0.65539 -1.01187 -3.55716
H 1.45717 -0.54785 -5.13604
H 1.61390 -2.77703 -4.33100
H -1.37593 -1.60550 -3.49576
C -0.89119 -4.71643 2.94318
C 0.44387 -5.32140 2.57037
O 0.36031 -6.39084 1.60834
O -0.82749 -3.25645 3.10331
H -1.18671 -5.10830 3.93017
H -1.66710 -4.92140 2.14517
H 0.83525 -5.81607 3.47675
H 1.20690 -4.60028 2.26476
H -0.06232 -6.06691 0.79919
H -0.99045 -2.80116 2.27336
C -3.77479 3.80650 2.30042
C -3.35813 2.40208 2.51775
O -4.43175 1.59605 1.97423
O -4.05505 4.02168 0.93880
H -2.99101 4.53270 2.49560
H -4.60013 4.08772 2.98772
H -3.12963 2.19090 3.54619
H -2.41774 2.18677 1.98862
H -4.20569 0.63857 2.00622
H -4.57734 3.29443 0.55270
C 0.61012 -0.22683 4.14366
C -0.85392 -0.28604 4.40051
O -1.29869 -1.51420 4.95217
O 0.96384 1.08687 3.90699
H 0.92789 -0.79864 3.27108
H 1.20748 -0.67321 4.95791
H -1.44828 0.00119 3.52679
H -1.06481 0.45596 5.17655
H -1.27217 -2.28543 4.30187
H 0.74378 1.63469 4.67879
C -2.10892 -6.05434 -2.00897
C -3.41715 -5.57631 -2.69384
O -3.11956 -4.16119 -2.85664
O -1.92822 -5.54145 -0.70709
H -1.37583 -5.66746 -2.71316
H -2.12964 -7.15961 -2.01589
H -4.38631 -5.66988 -2.10845
H -3.51328 -6.17301 -3.60696
H -2.28369 -4.11688 -3.34915
H -1.75519 -4.60359 -0.66763
C 1.06890 2.92230 -0.32702
C 0.80899 2.66133 1.15255
O 1.53762 1.50253 1.46954
O 0.73427 1.80834 -1.12110
H 2.14257 3.09352 -0.40081
H 0.56187 3.81099 -0.70087
H -0.22649 2.49598 1.42380
H 1.09376 3.59546 1.64814
H 1.39613 1.26926 2.38359
H 1.25406 1.83844 -1.93208
C -4.05037 -2.27280 3.48830
C -4.45032 -1.68107 4.80655
O -3.82772 -2.35766 5.86969
O -3.77942 -1.27838 2.47180
H -4.85392 -2.96712 3.11067
H -3.10176 -2.84174 3.71841
H -5.50865 -1.73646 5.01932
H -4.22032 -0.61563 4.76843
H -2.94602 -1.92582 5.95564
H -3.64962 -1.66325 1.54495
C -4.53595 0.38489 -2.44728
C -3.40074 1.52373 -2.35080
O -2.21830 0.98038 -2.84499
O -3.90827 -0.81978 -2.85613
H -5.36863 0.61569 -3.11451
H -5.04507 0.24475 -1.49180
H -3.24101 1.89372 -1.36598
H -3.73158 2.37531 -2.91868
H -1.61608 0.69492 -2.12807
H -3.14937 -0.67083 -3.40529
C 2.07556 -3.15024 -0.35377
C 2.53626 -2.23824 0.76634
O 1.48694 -1.38461 1.09604
O 1.60243 -2.23859 -1.36088
H 1.19162 -3.74755 -0.11989
H 2.88504 -3.78735 -0.64122
H 3.33825 -1.72856 0.25095
H 2.92990 -2.77283 1.64872
H 0.69890 -1.94648 1.04130
H 0.64088 -2.12215 -1.22054



(3)
127
Properties=species:S:1:pos:R:3 method="wB97M-V/def2-TZVPD" orbital_gap_ev=8.99 homo_energy_ev=-8.78 total_energy_ha=-2522.08860 multiplicity=1
C 14.83794 7.24937 10.75338
C 15.34202 8.67205 11.28412
C 15.24368 8.79721 12.80272
O 13.84304 8.81873 13.31110
C 13.16976 10.08996 13.06992
N 16.72871 8.79725 10.87488
H 13.76576 7.06695 10.82576
H 15.45500 6.42141 11.10238
H 14.98972 7.17329 9.67668
H 14.87190 9.51398 10.77596
H 15.77900 9.69716 13.10542
H 15.81562 7.98789 13.25656
H 12.14214 10.06640 13.43258
H 13.18826 10.38093 12.01964
H 13.72378 10.85850 13.60890
H 16.85930 8.43759 9.94016
H 17.26254 8.23177 11.51936
C 20.70480 15.30465 13.44134
C 19.31793 15.97075 13.16204
C 18.75008 15.71338 11.74042
O 17.46638 16.33048 11.67640
C 16.77438 16.01932 10.50406
N 18.43530 15.24632 14.07970
H 21.43378 15.62091 12.69524
H 20.64266 14.21830 13.37756
H 21.10342 15.44683 14.44582
H 19.31468 17.04348 13.35530
H 18.60372 14.63674 11.65356
H 19.29290 16.10559 10.88040
H 16.43434 14.98660 10.58126
H 17.40312 16.24891 9.64378
H 15.89034 16.65669 10.52232
H 18.15210 14.41184 13.58620
H 17.52122 15.67500 14.05176
C 13.78098 13.41450 18.53588
C 13.45952 11.95865 18.25702
C 14.45264 11.33356 17.14530
O 14.12952 9.96256 17.06572
C 15.20156 9.18671 16.47790
N 13.65360 11.22839 19.49586
H 12.95988 13.90117 19.06224
H 13.88404 13.95279 17.59370
H 14.71802 13.56014 19.07331
H 12.42356 11.72812 18.00856
H 15.45408 11.50857 17.53852
H 14.33374 11.73537 16.13906
H 15.26106 9.30062 15.39550
H 14.86052 8.15588 16.57372
H 16.12532 9.30140 17.04500
H 14.59058 11.24011 19.87270
H 13.49466 10.23483 19.40824
C 9.42320 9.49915 8.58002
C 9.00690 10.03515 9.94828
C 8.10768 11.36384 9.94807
O 8.72724 12.50281 9.30856
C 9.86384 13.11900 9.94418
N 8.39832 9.00567 10.76706
H 8.49745 9.15365 8.11990
H 10.15724 8.69923 8.67714
H 9.89946 10.25258 7.95262
H 9.95583 10.43683 10.30368
H 7.90352 11.62867 10.98550
H 7.14460 11.11556 9.50208
H 10.73632 12.47469 10.05242
H 9.61896 13.55162 10.91422
H 10.25541 13.90415 9.29740
H 8.71576 8.12618 10.38522
H 7.39120 8.98406 10.69372
C 8.44612 16.05524 12.73240
C 9.70218 16.53654 11.96010
O 10.72970 15.60162 12.18498
H 7.66810 16.81230 12.83052
H 8.60988 15.83342 13.78694
H 8.02830 15.11736 12.36646
H 10.05676 17.51094 12.29616
H 9.51778 16.50985 10.88614
H 11.56184 16.00340 11.92480
C 13.05060 13.37337 12.35352
C 13.31836 13.83140 13.75280
O 14.51824 14.56883 13.93160
H 13.19810 14.18996 11.64674
H 12.11104 12.85020 12.17580
H 13.75874 12.60044 12.05482
H 13.44894 12.96453 14.40056
H 12.44252 14.37877 14.10120
H 15.27906 13.98354 13.94642
C 12.46574 16.42434 16.45228
C 11.34676 16.88476 15.47756
O 11.34436 18.27554 15.61962
H 13.39408 16.98908 16.36644
H 12.72896 15.37819 16.29612
H 12.23098 16.50451 17.51368
H 10.39104 16.41067 15.70104
H 11.47578 16.66908 14.41694
H 11.45244 18.74293 14.78808
C 15.06066 12.07149 8.54716
O 14.78618 12.55449 9.64136
N 14.52190 12.52772 7.49470
N 16.02870 11.17554 8.36485
H 14.86860 12.15066 6.62424
H 13.87356 13.28378 7.66248
H 16.28961 10.73594 9.23592
H 16.39572 10.86369 7.47706
C 13.75432 17.65537 11.68644
O 13.07844 17.03007 10.90322
N 14.26422 17.28122 12.78942
N 14.22934 18.81616 11.33948
H 14.28382 16.29897 13.02372
H 14.64462 17.96838 13.42442
H 14.02932 19.09503 10.38956
H 14.94678 19.26423 11.89140
C 17.32400 12.00178 12.61206
O 16.96610 12.97231 13.16934
N 18.04093 11.10312 13.25554
N 17.09454 11.65013 11.41836
H 18.24861 11.36650 14.20822
H 18.45988 10.27495 12.85716
H 16.61706 12.32598 10.83926
H 17.15612 10.66419 11.20806
C 12.53954 15.24665 8.04284
O 12.58912 14.64856 6.99782
N 13.20590 14.93649 9.11918
N 11.83302 16.34826 8.23244
H 12.97600 15.62385 9.82258
H 13.96710 14.27316 9.14544
H 11.34156 16.71886 7.43168
H 11.70212 16.74002 9.15410